Formula: C22H62BF4N4O10
Source: OMol25
Level of theory: ωB97M-V/def2-TZVPD

Atoms and positions in Å:
F (-20.45, -8.72, -8.44)
F (-22.35, -7.69, -9.23)
F (-21.23, -9.29, -10.51)
F (-22.40, -9.76, -8.76)
O (-18.53, -9.86, -10.53)
O (-20.56, -6.06, -5.57)
O (-25.55, -6.67, -6.45)
O (-25.07, -6.77, -12.47)
O (-20.15, -4.84, -11.12)
O (-24.48, -9.23, -9.97)
O (-19.49, -9.59, -4.73)
O (-19.31, -12.60, -6.80)
O (-26.62, -8.00, -10.75)
O (-20.25, -12.04, -11.82)
N (-27.11, -5.99, -3.07)
N (-19.82, -5.95, -8.34)
N (-21.61, -13.02, -9.59)
N (-22.98, -8.66, -12.46)
C (-25.42, -7.62, -3.56)
C (-23.66, -6.32, -12.26)
C (-26.02, -6.27, -4.01)
C (-22.40, -7.15, -14.31)
C (-24.36, -5.90, -6.53)
C (-19.33, -6.02, -10.87)
C (-26.59, -6.20, -5.55)
C (-19.50, -4.04, -12.12)
C (-18.87, -11.78, -12.04)
C (-25.42, -8.80, -8.90)
C (-26.08, -5.75, -12.59)
C (-19.72, -12.69, -8.16)
C (-22.55, -7.29, -12.81)
C (-17.92, -12.39, -6.83)
C (-21.09, -13.21, -8.19)
C (-19.42, -8.20, -5.24)
C (-20.74, -7.47, -5.32)
C (-18.74, -5.93, -9.35)
C (-17.79, -7.04, -8.83)
C (-18.59, -10.27, -11.95)
C (-26.26, -7.60, -9.40)
C (-21.31, -14.70, -7.76)
B (-21.55, -8.82, -9.27)
H (-22.14, -15.24, -8.22)
H (-19.40, -9.71, -12.42)
H (-25.58, -6.75, -9.45)
H (-27.18, -7.37, -8.86)
H (-17.81, -11.32, -7.02)
H (-25.25, -5.51, -3.90)
H (-26.21, -5.20, -13.53)
H (-23.42, -6.88, -14.59)
H (-26.04, -5.02, -11.78)
H (-22.13, -8.04, -14.88)
H (-18.86, -7.77, -4.41)
H (-19.92, -3.04, -12.24)
H (-17.67, -10.02, -12.47)
H (-24.79, -8.10, -4.30)
H (-18.19, -5.02, -9.11)
H (-19.75, -11.65, -8.48)
H (-23.52, -5.35, -12.74)
H (-27.46, -7.54, -10.86)
H (-20.17, -6.01, -6.45)
H (-24.99, -7.63, -2.56)
H (-16.98, -6.96, -9.55)
H (-22.43, -8.74, -11.62)
H (-21.35, -7.97, -6.08)
H (-18.59, -12.04, -13.06)
H (-18.25, -12.37, -11.37)
H (-22.03, -12.10, -9.54)
H (-27.06, -6.20, -12.44)
H (-19.42, -9.66, -10.21)
H (-26.97, -5.19, -5.68)
H (-21.77, -6.28, -14.51)
H (-20.33, -6.82, -8.26)
H (-18.44, -3.95, -11.88)
H (-27.90, -6.58, -3.27)
H (-21.22, -7.48, -4.34)
H (-23.63, -6.06, -5.74)
H (-17.44, -6.80, -7.82)
H (-27.52, -5.07, -3.18)
H (-22.61, -9.26, -13.19)
H (-18.45, -6.42, -11.37)
H (-24.75, -8.61, -8.06)
H (-20.50, -15.31, -8.15)
H (-23.62, -9.39, -9.57)
H (-24.72, -4.88, -6.67)
H (-21.28, -14.75, -6.67)
H (-19.98, -6.90, -10.90)
H (-26.34, -8.20, -3.49)
H (-23.39, -6.21, -11.20)
H (-19.58, -4.63, -13.03)
H (-21.66, -7.10, -12.22)
H (-17.46, -12.88, -7.69)
H (-17.32, -12.75, -5.99)
H (-23.98, -6.16, -7.52)
H (-22.47, -13.55, -9.65)
H (-18.23, -8.04, -8.87)
H (-27.54, -6.70, -5.69)
H (-18.82, -8.18, -6.15)
H (-21.68, -12.57, -7.54)
H (-19.80, -10.12, -5.47)
H (-20.43, -5.29, -8.82)
H (-26.04, -9.66, -8.65)
H (-19.07, -13.25, -8.84)
H (-20.44, -12.29, -10.91)

Properties
- gap between HOMO and LUMO (Ha) = 0.301
- LUMO energy (eV) = 2.587
- E_HOMO (eV) = -5.617
- E (eV) = -61802.6322
- total charge = -1
- energy above the lowest of the compared OMol25 structures with the same formula, charge and spin (kcal/mol) = 44.8